Below is a single C2H2N4 molecule at a distorted geometry, with properties calculated with ωB97M-V/def2-TZVPD.

Structure (XYZ):
```
8
Properties=species:S:1:pos:R:3:forces:R:3:mulliken_charge:R:1
N 0.296 0.497 -3.231 0.1780 0.4004 -0.3216 -0.3616
C -0.239 0.467 -2.218 0.3908 -1.4395 0.8016 0.3321
N -0.899 0.188 -1.039 -2.5078 2.9101 -0.8627 0.1293
N -0.106 0.058 0.090 0.9265 0.2925 2.3015 -0.5356
C -2.071 1.135 -1.147 2.3224 -2.4725 1.0234 0.2480
N -3.020 1.731 -1.387 -0.2421 0.3148 0.1142 -0.3357
H -0.424 -0.569 0.867 -0.3292 0.5710 -1.8332 0.2713
H 0.277 0.910 0.560 -0.7387 -0.5767 -1.2232 0.2522
```
Forces are in eV/Å.

Calculated values
Structure (SMILES)   N#CN(N)C#N
Spin multiplicity   1
Orbital gap   0.4130 Ha
HOMO   -0.408 Ha
ΔE to the lowest compared entry with this formula, charge and spin   67.00 kcal per mole